Record 1
This record from the OMol25 dataset describes a cluster of 11 separate species, C32H84ClN16O10 in total in a non-equilibrium geometry. The level of theory is ωB97M-V/def2-TZVPD.

The geometry in ORCA input format:
```
! wB97M-V def2-TZVPD RIJCOSX def2/J DEFGRID3
* xyz -1 1
Cl -0.729 -0.977 0.350
C -3.622 -5.096 -0.907
O -2.383 -5.017 -1.100
N -4.398 -5.972 -1.804
N -4.274 -4.533 0.160
H -3.899 -6.179 -2.665
H -5.411 -5.953 -1.887
H -4.029 -3.690 0.704
H -5.291 -4.612 0.063
C -0.117 -7.482 0.511
O 0.792 -8.031 1.130
N -1.339 -8.228 0.106
N 0.012 -6.213 -0.060
H -2.192 -7.723 -0.138
H -1.543 -8.998 0.744
H -0.844 -5.773 -0.376
H 0.831 -5.636 0.083
C -0.380 -2.377 -3.613
O -0.483 -2.939 -4.692
N -0.648 -2.992 -2.382
N -0.054 -0.980 -3.489
H -1.046 -3.925 -2.436
H -0.658 -2.469 -1.516
H 0.237 -0.462 -4.310
H 0.004 -0.556 -2.567
C -4.185 -0.323 -2.385
O -5.285 -0.177 -2.984
N -4.083 -0.060 -0.919
N -3.049 -0.927 -3.016
H -3.109 0.063 -0.622
H -4.791 0.548 -0.504
H -3.084 -1.374 -3.929
H -2.206 -0.978 -2.448
C 2.644 -3.288 0.499
O 3.549 -4.046 0.785
N 2.371 -2.789 -0.841
N 1.622 -2.911 1.475
H 1.742 -2.012 -0.994
H 3.130 -2.884 -1.505
H 1.568 -3.368 2.372
H 0.747 -2.520 1.141
C 2.021 0.562 3.200
O 2.634 1.348 3.971
N 2.515 -0.018 2.039
N 0.617 0.343 3.429
H 3.477 0.149 1.763
H 2.002 -0.818 1.689
H 0.236 0.907 4.183
H 0.082 -0.039 2.651
C 0.536 4.835 -2.632
C -0.647 3.882 -2.836
C -1.715 4.297 -1.824
C -3.063 3.608 -2.125
C -3.548 3.955 -3.528
C -2.538 3.644 -4.605
N -1.224 4.231 -4.168
O -0.200 4.042 -5.257
C -2.572 2.173 -4.938
C -2.949 4.429 -5.856
C -0.160 2.461 -2.611
H 0.872 4.705 -1.598
H 0.239 5.881 -2.800
H 1.378 4.587 -3.275
H -1.389 4.124 -0.787
H -1.830 5.375 -1.970
H -3.847 3.864 -1.404
H -2.882 2.523 -2.066
H -3.762 5.058 -3.593
H -4.554 3.535 -3.761
H -3.522 1.935 -5.437
H -1.741 1.832 -5.551
H -2.564 1.564 -4.034
H -2.428 4.060 -6.738
H -4.022 4.337 -6.038
H -2.724 5.489 -5.767
H 0.913 2.353 -2.829
H -0.661 1.720 -3.241
H -0.301 2.131 -1.576
H -0.050 3.095 -5.299
C 3.603 0.522 -1.236
C 4.974 0.861 -0.756
C 4.933 2.233 -0.113
C 6.096 2.595 0.816
C 6.227 1.507 1.869
C 6.384 0.106 1.324
N 5.219 -0.060 0.377
O 5.339 -1.412 -0.163
C 7.811 -0.123 0.705
C 6.196 -0.865 2.432
C 5.946 0.832 -1.935
H 3.505 -0.400 -1.801
H 3.307 1.355 -1.880
H 2.940 0.508 -0.365
H 4.815 2.957 -0.927
H 4.039 2.265 0.518
H 5.856 3.533 1.326
H 7.031 2.743 0.271
H 5.394 1.568 2.574
H 7.119 1.745 2.471
H 7.950 -1.054 0.163
H 8.039 0.679 -0.009
H 8.535 -0.032 1.518
H 6.998 -0.728 3.157
H 5.193 -0.797 2.891
H 6.226 -1.888 2.049
H 6.330 -0.193 -1.964
H 6.783 1.533 -1.799
H 5.497 1.069 -2.907
H 4.670 -1.901 0.325
C -1.372 4.438 2.368
C -1.768 2.958 2.647
C -3.136 2.857 3.372
O -2.932 3.462 4.649
C -4.145 3.582 5.395
N -1.908 2.271 1.276
H -2.171 5.041 1.930
H -0.549 4.371 1.658
H -1.045 5.001 3.249
H -1.019 2.511 3.305
H -3.470 1.806 3.462
H -3.923 3.401 2.813
H -4.600 4.547 5.152
H -3.872 3.502 6.451
H -4.876 2.805 5.162
H -1.046 2.319 0.762
H -2.154 1.305 1.381
C -2.447 -4.304 3.047
C -3.064 -2.939 3.230
C -2.088 -2.014 3.927
O -1.590 -2.574 5.098
C -0.990 -1.668 5.978
N -3.459 -2.342 1.922
H -1.521 -4.209 2.474
H -3.125 -4.932 2.461
H -2.289 -4.856 3.983
H -4.009 -3.040 3.768
H -2.577 -1.039 4.145
H -1.295 -1.768 3.206
H -0.521 -2.244 6.787
H -1.670 -0.951 6.475
H -0.254 -1.026 5.472
H -4.107 -1.584 1.960
H -2.707 -2.140 1.294
*
```

Computed properties:
Electronic energy, eV: -91392.515
LUMO energy, eV: 2.1
Gap between HOMO and LUMO, eV: 9.255

Mulliken population analysis, charges in e, atoms 1 to 6:
1. Cl -0.768
2. C 0.447
3. O -0.793
4. N -0.484
5. N -0.178
6. H 0.270

---

Record 2
This record from the OMol25 dataset describes the ion C5H10NO2 with charge -1 in a non-equilibrium geometry. The level of theory is ωB97M-V/def2-TZVPD.

The geometry in ORCA input format:
```
! wB97M-V def2-TZVPD RIJCOSX def2/J DEFGRID3
* xyz -1 1
C 1.155 0.707 1.560
N -0.024 1.264 0.862
C -0.184 0.405 -0.314
C -0.590 -0.997 0.054
C 0.637 -2.039 -0.179
O 1.500 -1.937 0.824
C -1.345 1.130 -1.117
O -1.323 1.839 -2.098
H 1.084 1.054 2.633
H 2.174 0.864 1.046
H 1.134 -0.454 1.576
H -0.838 1.135 1.452
H 0.757 0.484 -0.925
H -0.736 -1.094 1.046
H -1.412 -1.359 -0.607
H -0.069 -2.980 -0.126
H 0.973 -1.817 -1.215
H -2.361 0.866 -0.735
*
```

Computed properties:
SMILES: CN[C@H](C=O)CC[O-]
Electronic energy, eV: -10930.258
Energy relative to the best compared isomer or geometry (same formula, charge and spin), kJ/mol: 386.6
LUMO energy, eV: 3.8
Gap between HOMO and LUMO, eV: 6.669

natural (NBO) population analysis, charges in e, atoms 1 to 6:
1. C -0.500
2. N -0.636
3. C -0.156
4. C -0.494
5. C 0.032
6. O -0.918

---

Record 3
This record from the OMol25 dataset describes a cluster of 8 separate species, C25H72BF7N6O9S in total in a non-equilibrium geometry. The level of theory is ωB97M-V/def2-TZVPD.

The geometry in ORCA input format:
```
! wB97M-V def2-TZVPD RIJCOSX def2/J DEFGRID3
* xyz 4 1
B -4.752 18.713 2.996
F -5.679 19.592 3.502
F -3.787 18.375 3.943
F -5.483 17.603 2.642
F -4.121 19.242 1.916
C -3.560 16.027 8.844
C -2.220 16.591 8.248
C -1.261 15.384 7.740
O -0.029 15.985 7.303
C 1.072 15.093 7.076
N -2.460 17.414 6.989
H -3.350 17.848 7.201
H -1.649 18.019 6.940
H -2.590 16.812 6.186
H -3.348 15.375 9.690
H -3.979 15.303 8.140
H -4.348 16.760 9.010
H -1.618 16.999 9.059
H -1.762 14.709 7.041
H -1.078 14.725 8.590
H 1.965 15.698 6.916
H 0.859 14.528 6.168
H 1.410 14.463 7.900
C -8.865 16.048 4.653
C -8.296 16.808 5.835
C -8.004 15.869 7.049
O -7.307 16.565 8.074
C -6.981 15.671 9.151
N -7.048 17.550 5.240
H -6.567 18.144 5.906
H -6.441 16.778 4.993
H -7.178 18.128 4.415
H -9.359 16.764 3.996
H -9.693 15.436 5.014
H -8.134 15.409 4.157
H -8.981 17.579 6.188
H -7.447 15.015 6.652
H -8.937 15.431 7.405
H -6.333 16.186 9.858
H -6.511 14.749 8.805
H -7.907 15.388 9.652
C -2.944 21.584 5.179
C -4.158 22.435 5.549
C -3.858 23.959 5.387
O -5.051 24.547 5.900
C -5.113 25.917 5.559
N -5.353 21.984 4.661
H -5.503 20.981 4.703
H -6.252 22.393 4.913
H -5.233 22.137 3.667
H -3.135 20.521 5.339
H -2.075 21.823 5.793
H -2.543 21.687 4.170
H -4.411 22.235 6.589
H -3.721 24.132 4.318
H -3.005 24.247 6.002
H -4.361 26.625 5.911
H -5.983 26.269 6.115
H -5.287 26.037 4.489
C -8.177 18.261 1.124
C -7.631 19.525 0.426
C -8.664 20.049 -0.611
O -8.380 21.390 -1.004
C -7.335 21.712 -1.883
N -7.268 20.680 1.382
H -7.064 21.519 0.849
H -8.087 21.001 1.895
H -6.531 20.438 2.033
H -7.435 17.535 1.455
H -8.776 17.684 0.420
H -8.764 18.515 2.008
H -6.638 19.366 0.006
H -9.689 19.965 -0.250
H -8.681 19.511 -1.561
H -6.420 21.207 -1.558
H -7.200 22.793 -1.873
H -7.569 21.414 -2.906
C -0.875 19.623 0.733
C -1.598 21.005 0.462
C -0.656 22.184 0.598
O -0.305 22.331 1.975
C -0.021 23.672 2.380
N -2.093 20.925 -0.998
H -2.676 20.147 -1.283
H -2.603 21.761 -1.264
H -1.276 20.881 -1.601
H 0.027 19.371 0.175
H -1.530 18.769 0.554
H -0.529 19.589 1.766
H -2.542 21.159 0.984
H -1.047 23.080 0.112
H 0.292 21.934 0.117
H -0.912 24.285 2.524
H 0.626 24.212 1.687
H 0.515 23.643 3.328
C -4.635 15.354 0.755
C -3.128 15.575 0.719
C -2.577 16.140 -0.614
O -1.225 16.480 -0.500
C -0.700 17.251 -1.585
N -2.743 16.369 1.962
H -1.747 16.561 1.914
H -3.261 17.193 2.264
H -2.907 15.723 2.725
H -4.914 14.824 1.665
H -4.891 14.678 -0.062
H -5.181 16.284 0.605
H -2.550 14.693 0.999
H -3.210 16.979 -0.916
H -2.616 15.398 -1.413
H -0.911 16.610 -2.443
H 0.380 17.316 -1.468
H -1.214 18.197 -1.766
C -10.506 21.750 4.418
F -10.731 22.967 4.965
F -11.590 20.985 4.645
F -10.294 21.864 3.099
S -9.052 20.881 5.188
O -8.529 20.094 4.042
O -8.228 22.026 5.650
O -9.553 20.042 6.266
*
```

Computed properties:
Electronic energy, eV: -84961.770
Energy relative to the best compared isomer or geometry (same formula, charge and spin), kJ/mol: 457.7
LUMO energy, eV: -9.8
Gap between HOMO and LUMO, eV: 7.785

Mulliken population analysis, charges in e, atoms 1 to 6:
1. B 0.548
2. F 0.352
3. F -0.424
4. F -0.546
5. F -0.170
6. C -1.577